{
  "formula": "C7H10N2S",
  "method": "ωB97M-V with the def2-TZVPD basis set",
  "smiles": "C[C@H]1C[C@H](S)c2nccn21",
  "e_above_lowest_ev": 0.852,
  "total_charge": 0,
  "e_tot_ev": -21235.0618,
  "multiplicity": 1,
  "gap_ha": 0.34555,
  "homo_energy_ha": -0.3147,
  "symbols": ["S", "N", "N", "C", "C", "C", "C", "C", "C", "C", "H", "H", "H", "H", "H", "H", "H", "H", "H", "H"],
  "coordinates": [[3.229724, 1.148385, -0.229725], [1.480681, -1.937106, 0.354302], [-0.163554, -0.662121, -0.354618], [-0.602847, -1.961010, -0.486668], [0.464006, -2.733836, -0.070718], [1.014458, -0.700214, 0.248912], [-2.136703, 0.737737, 0.497166], [1.584764, 0.668676, 0.515925], [0.218079, 1.672372, -0.148501], [-0.899817, 0.655870, -0.434859], [-1.233895, 0.779865, -1.400066], [0.550349, 2.305089, -1.050748], [1.521287, 1.099769, 1.528950], [0.784605, -3.782991, -0.205375], [-1.822504, 0.982490, 1.575242], [0.046254, 2.383426, 0.722099], [3.201192, 0.225455, -1.226477], [-2.839955, 1.446590, 0.273675], [-1.636723, -2.186896, -0.837670], [-2.759404, -0.141557, 0.729156]],
  "forces_ev_per_angstrom": [[-1.0727, -0.8824, 0.2730], [0.1756, 1.2821, 0.6159], [-2.6187, 0.5427, 0.4692], [-0.9636, -0.5048, -0.6432], [0.6448, -0.5116, -0.7008], [2.1552, 0.4498, 0.1048], [2.0678, -1.6657, 3.3870], [-2.0055, 2.4514, -1.6161], [2.4871, 0.1471, 1.0216], [0.5704, -0.9469, 2.2849], [-0.6623, 0.0704, -2.3425], [-0.4275, -1.2802, 1.3467], [0.6457, -1.0067, -0.2033], [-1.2103, 0.5461, 0.2255], [-0.0194, -0.0821, -1.4602], [-0.2943, -0.8808, -1.2701], [-0.0374, 0.3225, 0.3664], [-1.3767, 2.1931, -1.1501], [1.2858, 0.1391, 0.2320], [0.6559, -0.3829, -0.9406]],
  "lowdin_charge": [0.685, 0.093, -0.023, -0.066, -0.157, -0.399, -0.040, -0.458, -0.075, -0.273, 0.105, 0.111, 0.079, 0.106, 0.106, 0.104, -0.132, 0.034, 0.124, 0.077]
}